Arrangement i

Entry from the OMol25 dataset: an isolated ion of composition C5H12N and charge +1 (ωB97M-V/def2-TZVPD).

Orbital gap   13.02 eV
Molecular weight   86.16 g mol⁻¹
SMILES string   C[C@@H]1CCC[NH2+]1
Charge   +1

Element x y z (Å)
C (-0.162, 0.069, -1.817)
C (0.507, 0.631, -0.578)
C (1.273, -0.404, 0.245)
C (0.113, -1.155, 0.910)
C (-0.895, -0.069, 1.295)
N (-0.512, 1.124, 0.440)
H (-0.146, -1.014, -1.848)
H (0.309, 0.363, -2.754)
H (-1.232, 0.264, -1.881)
H (1.101, 1.493, -0.887)
H (1.854, -1.025, -0.424)
H (1.867, 0.086, 0.992)
H (0.367, -1.803, 1.749)
H (-0.349, -1.872, 0.221)
H (-0.787, 0.160, 2.342)
H (-1.945, -0.274, 1.096)
H (-1.293, 1.547, -0.059)
H (-0.069, 1.879, 0.958)

Here are the Löwdin charges for atoms 1 to 6, given in e: -0.022 -0.297 -0.110 -0.148 -0.075 0.095

Arrangement ii

Entry from the OMol25 dataset: an isolated ion of composition C5H12N and charge +1 (ωB97M-V/def2-TZVPD).

Orbital gap   10.23 eV
Molecular weight   86.16 g mol⁻¹
SMILES string   C=C(C)CC[NH3+]
Charge   +1

Element x y z (Å)
C (-1.372, -0.394, -1.207)
C (-0.981, 0.096, -0.031)
C (-1.508, 1.403, 0.482)
C (-0.055, -0.693, 0.867)
C (1.370, -0.179, 0.699)
N (1.804, -0.479, -0.718)
H (-1.072, -1.385, -1.533)
H (-2.025, 0.153, -1.877)
H (-2.120, 1.901, -0.268)
H (-0.704, 2.106, 0.732)
H (-2.074, 1.270, 1.400)
H (-0.113, -1.749, 0.599)
H (-0.346, -0.573, 1.906)
H (2.078, -0.697, 1.346)
H (1.420, 0.904, 0.804)
H (1.074, -0.161, -1.372)
H (1.934, -1.488, -0.867)
H (2.690, -0.035, -0.962)

Here are the Löwdin charges for atoms 1 to 6, given in e: 0.055 -0.384 -0.043 -0.144 -0.120 0.187

Stability comparison, relative energies in hartree: arrangement i 0.0000; arrangement ii 0.0169

Arrangement i

Entry from the OMol25 dataset: a 3-piece molecular cluster, C4H12N2O3 overall (ωB97M-V/def2-TZVPD).

Orbital gap (spin up / spin down)   8.43 / 7.82 eV
Molecular weight   136.15 g mol⁻¹

Element x y z (Å)
C (0.074, 0.075, 0.467)
C (0.227, -0.903, -0.466)
C (1.736, 1.648, -1.476)
C (-1.194, 0.787, 0.707)
N (-0.347, -2.341, 1.188)
N (0.690, 0.726, -1.872)
O (0.302, -2.034, 2.429)
O (-1.731, -2.267, 1.444)
O (-0.438, 1.540, -2.145)
H (0.510, -2.904, 2.804)
H (-1.846, -1.604, 2.148)
H (-1.000, 0.972, -2.687)
H (0.938, 0.353, 1.058)
H (-0.610, -1.259, -1.048)
H (1.174, -1.395, -0.619)
H (2.101, 2.194, -2.355)
H (1.417, 2.391, -0.734)
H (2.560, 1.060, -1.068)
H (-1.252, 1.191, 1.719)
H (-2.055, 0.144, 0.510)
H (-1.256, 1.626, -0.005)

Here are the Löwdin charges for atoms 1 to 6, given in e: -0.259 -0.061 -0.143 -0.099 -0.084 -0.121

Arrangement ii

Entry from the OMol25 dataset: a 3-piece molecular cluster, C4H12N2O3 overall (ωB97M-V/def2-TZVPD).

Orbital gap   7.39 eV
Molecular weight   136.15 g mol⁻¹

Element x y z (Å)
C (-0.526, 0.427, -0.208)
C (-0.343, -0.849, 0.340)
C (1.750, -0.660, -0.092)
C (-2.661, 0.055, 0.181)
N (-0.505, 0.741, -1.565)
N (2.313, 0.496, -0.705)
O (-0.199, 1.470, 0.612)
O (-0.358, -1.042, 1.698)
O (2.377, -0.914, 1.139)
H (-0.461, 2.274, 0.137)
H (-0.470, -0.174, 2.120)
H (1.720, -1.317, 1.728)
H (-0.571, -1.725, -0.248)
H (1.833, -1.516, -0.769)
H (-0.920, 0.014, -2.134)
H (0.460, 0.922, -1.856)
H (2.336, 1.258, -0.034)
H (3.270, 0.334, -1.017)
H (-2.904, 0.828, 0.911)
H (-3.106, 0.277, -0.789)
H (-3.035, -0.898, 0.553)

Here are the Löwdin charges for atoms 1 to 6, given in e: -0.527 -0.209 -0.339 -0.027 0.122 0.021

Stability comparison, relative energies in hartree: arrangement i 0.1598; arrangement ii 0.0000

Arrangement i

Entry from the OMol25 dataset: the molecule CH3NSi (ωB97M-V/def2-TZVPD).

Orbital gap   12.67 eV
Molecular weight   57.13 g mol⁻¹
SMILES string   N#C[SiH3]

Element x y z (Å)
N (-1.811, -1.313, -0.908)
C (-0.914, -0.744, -0.482)
Si (0.481, 0.298, 0.209)
H (1.164, 0.909, -0.977)
H (-0.257, 1.417, 1.163)
H (1.336, -0.567, 0.995)

Charges per atom according to Löwdin partitioning, unit e: 0.058 -0.442 0.595 -0.078 -0.033 -0.101

Arrangement ii

Entry from the OMol25 dataset: a 2-piece molecular cluster, CH3NSi overall (ωB97M-V/def2-TZVPD).

Orbital gap (spin up / spin down)   9.64 / 3.29 eV
Molecular weight   57.13 g mol⁻¹

Element x y z (Å)
C (-3.744, 0.241, -0.001)
N (-2.611, -0.008, -0.021)
Si (1.419, -0.061, 0.034)
H (2.653, -0.129, 0.758)
H (0.922, -1.320, -0.289)
H (1.361, 1.277, -0.481)

Charges per atom according to Löwdin partitioning, unit e: -0.197 -0.113 0.793 -0.169 -0.166 -0.148

Stability comparison, relative energies in hartree: arrangement i 0.0000; arrangement ii 0.2077

Arrangement i

Entry from the OMol25 dataset: the molecule C2H2N4 (ωB97M-V/def2-TZVPD).

Orbital gap   8.70 eV
Molecular weight   82.07 g mol⁻¹

Element x y z (Å)
C (-0.166, 1.166, -0.109)
N (-0.787, 1.789, -0.962)
N (-0.287, -2.130, -0.945)
N (0.049, -1.570, -0.006)
C (0.419, -0.813, 0.978)
N (0.303, 0.574, 0.856)
H (-0.288, 2.190, -1.746)
H (0.734, -1.262, 1.905)

Here are the Löwdin charges for atoms 1 to 6, given in e: -0.297 0.151 0.205 -0.115 -0.206 0.090

Arrangement ii

Entry from the OMol25 dataset: the molecule C2H2N4 (ωB97M-V/def2-TZVPD).

Orbital gap   7.92 eV
Molecular weight   82.07 g mol⁻¹

Element x y z (Å)
C (1.327, 0.420, 0.127)
N (0.862, -0.868, 0.210)
N (-0.402, -1.287, 0.315)
N (-1.262, -0.441, -0.105)
C (-0.846, 0.839, -0.328)
N (0.314, 1.333, 0.028)
H (1.573, -1.524, 0.503)
H (-1.582, 1.512, -0.756)

Here are the Löwdin charges for atoms 1 to 6, given in e: -0.094 -0.033 0.031 0.039 -0.196 0.029

Stability comparison, relative energies in hartree: arrangement i 0.0000; arrangement ii 0.0480

Arrangement i

Entry from the OMol25 dataset: a 2-piece molecular cluster, C2H9N2S2 overall (ωB97M-V/def2-TZVPD).

Orbital gap   9.19 eV
Molecular weight   125.24 g mol⁻¹
Charge   +1

Element x y z (Å)
C (1.952, 1.543, 1.810)
S (0.915, 0.324, 0.964)
S (0.382, 1.372, -0.748)
H (1.516, 2.506, 1.568)
H (1.949, 1.414, 2.881)
H (2.957, 1.593, 1.400)
H (1.526, 1.409, -1.460)
N (-2.050, -0.996, 0.106)
C (-1.887, -1.921, -0.795)
N (-0.772, -2.099, -1.482)
H (-1.305, -0.304, 0.176)
H (-2.850, -0.902, 0.711)
H (-2.700, -2.603, -0.989)
H (0.012, -1.510, -1.193)
H (-0.547, -3.034, -1.794)

Here are the Löwdin charges for atoms 1 to 6, given in e: -0.445 0.393 0.359 0.021 0.041 0.044

Arrangement ii

Entry from the OMol25 dataset: a 2-piece molecular cluster, C2H9N2S2 overall (ωB97M-V/def2-TZVPD).

Orbital gap   9.08 eV
Molecular weight   125.24 g mol⁻¹
Charge   +1

Element x y z (Å)
C (-1.632, 1.089, -1.228)
C (-0.839, 0.763, 0.021)
N (-1.377, -0.021, 0.873)
N (0.397, 1.158, 0.320)
S (2.966, -2.616, 0.692)
S (1.421, -1.355, 1.036)
H (-1.948, 0.187, -1.711)
H (-2.510, 1.772, -0.931)
H (-1.008, 1.611, -1.908)
H (-2.413, -0.189, 0.685)
H (-0.843, -0.396, 1.580)
H (0.887, 0.691, 1.095)
H (3.690, -1.690, 0.131)
H (0.830, 1.871, -0.175)
H (2.379, -2.876, -0.478)

Here are the Löwdin charges for atoms 1 to 6, given in e: 0.038 -0.434 0.192 0.143 0.553 0.075

Stability comparison, relative energies in hartree: arrangement i 0.0000; arrangement ii 0.0581

Arrangement i

Entry from the OMol25 dataset: a 11-piece molecular cluster, H23O11 overall (ωB97M-V/def2-TZVPD).

Orbital gap   10.71 eV
Molecular weight   199.17 g mol⁻¹
Charge   +1

Element x y z (Å)
O (2.111, 0.171, 0.678)
H (3.063, 0.017, 0.686)
H (1.790, 0.406, 1.555)
O (3.888, 0.724, 3.331)
H (3.283, -0.016, 3.148)
H (4.324, 0.623, 2.467)
O (-0.736, -1.701, -0.106)
H (0.388, 1.941, -3.113)
H (1.677, -0.807, -2.474)
O (0.090, -3.976, 1.128)
H (-0.388, -3.141, 1.111)
H (0.918, 4.290, 1.456)
O (-3.721, 1.048, -0.883)
H (-3.733, 1.958, -1.222)
H (0.175, -4.278, 2.035)
O (-1.564, -2.561, -2.370)
H (-2.238, -2.584, -3.044)
H (-0.019, -1.015, -0.339)
O (-0.360, 1.022, 0.012)
H (-1.138, -2.091, -0.960)
O (-2.091, 0.044, 1.428)
H (-2.917, -0.155, 1.893)
H (-2.128, 0.936, 1.081)
O (1.268, 3.505, 1.879)
H (0.386, 1.279, 0.552)
H (1.361, 2.758, 1.295)
O (0.460, 2.640, -2.461)
H (-0.915, -3.281, -2.293)
H (0.382, 3.488, -2.906)
O (0.784, -0.910, -2.135)
H (-1.336, -0.984, 0.293)
H (0.151, -0.520, -2.741)
H (-3.773, 0.553, -1.710)
H (-0.605, 1.453, -0.809)

Here are the Löwdin charges for atoms 1 to 6, given in e: -0.033 0.060 0.043 -0.046 0.028 0.033

Arrangement ii

Entry from the OMol25 dataset: a 11-piece molecular cluster, H23O11 overall (ωB97M-V/def2-TZVPD).

Orbital gap   10.67 eV
Molecular weight   199.17 g mol⁻¹
Charge   +1

Element x y z (Å)
O (-0.431, -0.011, 0.192)
H (-1.139, -0.711, 0.224)
H (0.315, -0.157, 0.878)
H (-0.073, -0.047, -0.734)
O (-0.045, 1.783, 2.631)
H (-0.699, 1.605, 3.327)
H (-0.552, 2.177, 1.933)
O (-2.668, -1.503, 0.236)
H (-3.240, -1.010, 0.825)
H (-3.094, -1.465, -0.625)
O (0.108, -2.832, 0.680)
H (0.996, -2.904, 0.943)
H (-0.293, -2.406, 1.483)
O (-0.955, -1.176, 2.798)
H (-1.861, -1.263, 2.962)
H (-0.506, -1.644, 3.502)
O (1.792, -0.502, 2.112)
H (1.054, -0.614, 2.687)
H (1.793, 0.450, 1.944)
O (-0.609, 2.055, -2.137)
H (-0.769, 1.929, -3.054)
H (-0.851, 2.974, -2.030)
O (1.326, -0.833, -1.630)
H (1.196, -0.469, -2.512)
H (1.442, -1.716, -1.867)
O (1.974, 2.125, -2.237)
H (1.019, 2.157, -2.152)
H (2.051, 1.311, -2.707)
O (2.219, 1.841, 0.414)
H (2.389, 1.727, -0.528)
H (3.003, 2.159, 0.840)
O (-1.559, -0.876, -2.484)
H (-2.278, -0.571, -3.056)
H (-1.057, -1.583, -2.859)

Here are the Löwdin charges for atoms 1 to 6, given in e: 0.162 0.069 0.110 0.086 -0.034 0.059

Arrangement iii

Entry from the OMol25 dataset: a 11-piece molecular cluster, H23O11 overall (ωB97M-V/def2-TZVPD).

Orbital gap   11.17 eV
Molecular weight   199.17 g mol⁻¹
Charge   +1

Element x y z (Å)
O (-0.120, 1.594, -1.797)
H (0.707, 1.245, -1.412)
H (-1.138, -2.726, 1.067)
O (3.297, 1.521, -2.015)
H (3.468, 0.590, -1.929)
H (2.693, -0.784, 0.013)
O (-2.062, 2.611, 0.690)
H (2.838, 2.398, 0.804)
H (-2.151, 0.487, 0.000)
O (-0.710, 0.266, 1.504)
H (0.193, -0.099, 1.592)
H (2.062, 0.700, 3.570)
O (-0.700, -2.136, 0.432)
H (-1.185, -0.595, -0.393)
H (-1.217, 0.094, 2.306)
O (-4.471, -1.603, -1.514)
H (-4.962, -1.044, -0.918)
H (-2.680, 2.000, 1.109)
O (1.971, -0.188, -0.220)
H (-1.266, 2.598, 1.238)
O (1.615, 0.916, 2.727)
H (2.477, 1.173, 2.363)
H (4.004, 2.043, -2.389)
O (-1.153, -4.507, -0.728)
H (1.834, -0.344, -1.155)
H (-1.339, -4.683, -1.658)
O (3.589, 2.883, 1.183)
H (-1.882, -4.815, -0.176)
H (4.280, 2.535, 0.600)
O (-1.903, -0.019, -0.808)
H (-1.387, 0.731, -1.318)
H (-4.178, -2.440, -1.148)
H (-0.538, -2.900, -0.163)
H (0.014, 2.499, -1.462)

Here are the Löwdin charges for atoms 1 to 6, given in e: -0.006 0.039 0.071 -0.037 0.017 0.076

Stability comparison, relative energies in hartree: arrangement i 0.0450; arrangement ii 0.0000; arrangement iii 0.0338

Arrangement i

Entry from the OMol25 dataset: C5H5N as an isolated structure (ωB97M-V/def2-TZVPD).

Orbital gap (spin up / spin down)   7.71 / 7.69 eV
Molecular weight   79.10 g mol⁻¹

Element x y z (Å)
C (-1.533, 0.578, -0.842)
C (-0.163, 1.156, -1.177)
C (1.644, 0.122, 2.034)
C (-0.859, -0.444, -0.336)
C (0.298, -0.059, -1.194)
N (2.294, -0.714, 1.562)
H (-2.555, 0.788, -1.024)
H (0.229, 2.028, -1.686)
H (1.355, 0.749, 2.771)
H (-1.171, -1.377, 0.149)
H (0.755, -0.812, -1.813)

Here are the Löwdin charges for atoms 1 to 6, given in e: -0.042 -0.126 -0.062 -0.147 -0.096 0.076

Arrangement ii

Entry from the OMol25 dataset: the molecule C5H5N (ωB97M-V/def2-TZVPD).

Orbital gap   10.95 eV
Molecular weight   79.10 g mol⁻¹
SMILES string   CCC#CC#N

Element x y z (Å)
C (-1.558, -0.733, 0.333)
C (-0.739, 0.175, -0.593)
C (0.704, 0.028, -0.459)
C (1.871, 0.156, -0.181)
C (3.043, 0.681, 0.326)
N (3.937, 1.237, 0.813)
H (-1.011, -0.951, 1.255)
H (-1.810, -1.678, -0.154)
H (-2.485, -0.224, 0.608)
H (-0.895, 1.223, -0.312)
H (-1.057, 0.086, -1.636)

Here are the Löwdin charges for atoms 1 to 6, given in e: -0.094 -0.241 -0.009 -0.023 -0.246 0.147

Arrangement iii

Entry from the OMol25 dataset: the molecule C5H5N (ωB97M-V/def2-TZVPD).

Orbital gap   10.31 eV
Molecular weight   79.10 g mol⁻¹
SMILES string   C1=CC1C1=NC1

Element x y z (Å)
C (-1.922, -0.442, -0.568)
C (-1.510, -0.226, 0.635)
C (-0.666, 0.454, -0.412)
C (0.602, -0.136, -0.284)
N (1.422, -1.064, -0.404)
C (1.948, 0.176, 0.222)
H (-2.614, -0.813, -1.402)
H (-1.402, -0.430, 1.599)
H (-0.582, 1.491, -0.502)
H (2.657, 0.865, -0.170)
H (2.067, 0.126, 1.286)

Here are the Löwdin charges for atoms 1 to 6, given in e: 0.055 0.018 -0.196 -0.341 0.152 -0.128

Stability comparison, relative energies in hartree: arrangement i 0.1610; arrangement ii 0.0000; arrangement iii 0.1153